# 1
51
Properties=species:S:1:pos:R:3 method="wB97M-V/def2-TZVPD" largest_force_ev_per_a=4.5 charge=+1 mol_weight_g_mol=688.64 de_lowest_ev=3.845 lumo_ha="-0.2991 / -0.2989"
Pb -0.4693 -2.0691 -1.5501
N -1.0516 -4.4044 -1.5843
C -0.1720 -5.0162 -2.5638
C 1.2520 -4.7442 -2.3357
N 1.6064 -3.2793 -2.5881
H -0.5615 -4.3754 -0.6539
H -2.0686 -4.6228 -1.6847
H -0.4100 -4.6517 -3.5676
H -0.3890 -6.0943 -2.6321
H 1.8966 -5.4424 -2.9258
H 1.4194 -4.8515 -1.2629
H 1.7526 -3.1074 -3.5770
H 2.4084 -3.0453 -2.0035
Se 0.7690 -3.1369 0.5488
C 2.6982 0.1046 3.1243
C 3.1046 1.5139 3.1050
S 1.7013 2.7326 3.1635
O 1.7927 3.4955 4.3735
O 0.4982 2.0084 2.7724
C 1.9921 4.0566 1.8378
C 0.7306 4.4034 0.9556
N -0.0193 3.2800 0.2730
C 0.4770 2.3842 -0.6825
N -0.3877 1.4073 -0.9561
C -1.4841 1.6197 -0.1719
C -1.2599 2.7724 0.5589
N -2.1694 3.3710 1.4513
O -3.2341 2.7301 1.8046
O -1.9384 4.5631 1.8420
C 1.8524 2.4162 -1.1889
H 3.6123 -0.5260 3.1754
H 2.0952 -0.2046 2.2411
H 2.0757 -0.1383 3.9655
H 3.7979 1.8230 2.2458
H 3.6701 1.7644 4.0888
H 2.7921 3.7670 1.1814
H 2.2305 4.9817 2.3489
H 0.9821 5.2496 0.2205
H -0.0415 4.8457 1.6335
H -2.3209 0.9056 -0.0689
H 2.3658 3.3887 -1.1003
H 1.8078 2.1185 -2.2346
H 2.2541 1.4579 -0.7295
C -5.2816 -1.2518 -1.4150
S -3.7202 -2.0963 -1.3651
O -3.2394 -2.1201 -2.7351
O -3.9063 -3.3866 -0.7182
O -2.8055 -1.2744 -0.4377
H -5.9959 -1.7437 -2.0920
H -5.0950 -0.2241 -1.7165
H -5.6138 -1.3543 -0.3695

---

# 2
14
Properties=species:S:1:pos:R:3 method="wB97M-V/def2-TZVPD" largest_force_ev_per_a=4.0 charge=0 mol_weight_g_mol=139.18 de_lowest_ev=2.532 lumo_ha=-0.0489
C -1.6318 -0.8191 0.0685
C -0.8811 -2.0734 0.0556
C -0.6894 0.1418 -0.0455
C 1.8609 -0.0601 -0.1775
C 0.6143 -0.5672 -0.1326
C -0.7847 1.5788 -0.1612
N 0.3971 -1.9257 -0.0639
O 3.8206 1.0523 0.9369
S 3.3809 0.5868 -0.3867
H -2.7370 -0.8240 0.1655
H -1.2644 -3.0023 0.3000
H 0.1000 2.1026 0.2715
H -0.5369 1.8951 -1.1227
H -1.6484 1.9144 0.2922

---

# 3
56
Properties=species:S:1:pos:R:3 method="wB97M-V/def2-TZVPD" largest_force_ev_per_a=2.3 charge=0 mol_weight_g_mol=440.46 de_lowest_ev=0.281 smiles="O=C(O)c1cccc(-c2cccc(-c3nnn[nH]3)c2)c1.CNC(=O)[C@@H](NC(C)=O)[C@@H](C)O" lumo_ha=-0.0007
O 4.6414 4.0346 3.1782
C 3.6916 4.0075 3.9447
O 3.2576 5.1069 4.6028
C 2.9825 2.7296 4.1648
C 1.8928 2.6513 5.0515
C 1.2133 1.4446 5.2429
C 1.6058 0.2998 4.5448
C 2.6900 0.3446 3.6563
C 3.0957 -0.8480 2.8976
C 4.4509 -1.1861 2.7638
C 4.8328 -2.3070 2.0224
C 3.8634 -3.0958 1.3977
C 2.4999 -2.7754 1.5082
C 1.4899 -3.5984 0.8239
N 1.7216 -4.6740 0.1281
N 0.5121 -5.1177 -0.3392
N -0.4520 -4.3561 0.0368
N 0.1380 -3.3928 0.7687
C 2.1310 -1.6528 2.2705
C 3.3707 1.5599 3.4827
H 3.8536 5.8140 4.3131
H 1.5660 3.5343 5.5958
H 0.3760 1.3978 5.9333
H 1.0702 -0.6311 4.7055
H 5.2140 -0.5830 3.2473
H 5.8839 -2.5648 1.9291
H 4.1740 -3.9624 0.8180
H -0.3418 -2.5832 1.1504
H 1.0855 -1.3771 2.3623
H 4.2008 1.6049 2.7823
C -4.6624 -1.0906 -5.8128
N -3.6608 -0.4056 -4.9969
C -3.6592 -0.4213 -3.6577
O -4.4832 -1.0609 -3.0137
C -2.5325 0.3359 -2.9473
N -3.0318 1.4136 -2.0731
C -3.5933 2.5679 -2.4281
C -3.7586 2.9096 -3.8965
O -3.9676 3.3610 -1.5805
C -1.7077 -0.6782 -2.1336
C -0.3666 -0.1015 -1.6866
O -2.4022 -1.0855 -0.9752
H -5.6518 -0.6765 -5.6059
H -4.4371 -0.9707 -6.8736
H -4.6750 -2.1547 -5.5662
H -2.9414 0.1130 -5.4752
H -1.8748 0.7643 -3.7021
H -3.0030 1.2342 -1.0790
H -4.5261 2.2704 -4.3277
H -4.0772 3.9486 -3.9751
H -2.8132 2.7879 -4.4190
H -1.5101 -1.5513 -2.7570
H 0.1906 -0.8665 -1.1465
H 0.2147 0.2052 -2.5553
H -0.5215 0.7559 -1.0315
H -3.2592 -1.4282 -1.2682

---

# 4
71
Properties=species:S:1:pos:R:3 method="wB97M-V/def2-TZVPD" largest_force_ev_per_a=2.1 charge=-1 mol_weight_g_mol=526.47 lumo_ha=0.0673
C 2.2139 -0.0415 -1.8627
C 2.3705 0.8449 -3.1340
O 3.2640 0.5201 -3.9300
N 1.6016 2.0177 -3.4367
C 1.8969 3.1406 -2.5260
P -0.1578 1.6869 -3.6654
O -0.7127 2.4256 -2.1683
C -1.6045 1.4587 -1.5857
C -2.4335 0.8652 -2.8358
O -1.8446 1.2712 -4.0635
H 1.8467 -1.0590 -2.1668
H 3.1750 -0.2065 -1.3202
H 1.4282 0.3537 -1.1660
H 1.2368 3.9923 -2.8401
H 1.7651 2.8980 -1.4352
H 2.9507 3.5190 -2.6762
H -0.2020 0.4553 -2.8969
H 0.2469 0.9118 -4.8227
H -0.3357 2.9147 -4.3896
H -2.1977 2.0683 -0.8468
H -1.1189 0.6980 -0.9087
H -2.4366 -0.2530 -2.6588
H -3.4643 1.3017 -2.6859
C 6.8089 0.4802 -2.4253
O 6.4086 1.4289 -1.7678
N 8.0181 -0.1116 -2.1793
N 6.1007 -0.0664 -3.4425
H 8.3757 -0.8915 -2.6979
H 8.5685 0.2725 -1.4316
H 5.1962 0.3385 -3.6592
H 6.4235 -0.8450 -3.9849
C -1.2020 -2.2683 0.1027
O -0.2807 -1.5607 -0.2713
N -2.1207 -2.7842 -0.7672
N -1.4027 -2.6042 1.4024
H -2.8899 -3.3636 -0.4858
H -2.0081 -2.5563 -1.7407
H -0.7527 -2.2395 2.0755
H -2.1606 -3.1877 1.7166
C -4.1704 0.2881 1.6307
O -3.1796 0.0058 2.2830
N -4.2740 0.0210 0.3007
N -5.2599 0.8980 2.1777
H -5.0786 0.2503 -0.2512
H -3.4895 -0.4290 -0.1430
H -5.2238 1.1124 3.1582
H -6.0833 1.1390 1.6596
C -3.8122 -5.2121 2.8592
O -3.8136 -4.0024 2.6942
N -2.9162 -6.0356 2.2476
N -4.7074 -5.8383 3.6704
H -2.8990 -7.0304 2.3712
H -2.2365 -5.6077 1.6417
H -5.3834 -5.2602 4.1383
H -4.7252 -6.8292 3.8214
C 9.8031 -0.3193 2.1099
O 10.5088 -1.2692 1.8090
N 10.1049 0.5181 3.1420
N 8.6585 -0.0143 1.4435
H 9.5402 1.3036 3.4059
H 10.9443 0.3243 3.6583
H 8.4011 -0.6110 0.6760
H 8.0659 0.7617 1.6751
C -7.4960 3.2515 3.5452
O -7.6755 2.0764 3.8239
N -6.6580 4.0526 4.2569
N -8.1172 3.8584 2.4967
H -6.4938 5.0183 4.0430
H -6.1798 3.6374 5.0371
H -8.7433 3.2965 1.9475
H -7.9818 4.8206 2.2490

---

# 5
8
Properties=species:S:1:pos:R:3 method="wB97M-V/def2-TZVPD" largest_force_ev_per_a=7.5 charge=0 mol_weight_g_mol=220.84 lumo_ha="-0.0874 / -0.0747"
C -0.4995 0.4823 -0.7795
C 1.1545 -1.3367 -0.3959
N -0.7220 0.0743 0.3185
O 0.3944 -1.3270 0.5221
O -1.2458 0.3754 1.3741
Cl -1.2229 1.4666 -1.8228
Cl 0.7683 -2.4436 -1.7333
Br 2.9633 -0.7363 0.2289

---

# 6
26
Properties=species:S:1:pos:R:3 method="wB97M-V/def2-TZVPD" largest_force_ev_per_a=3.5 charge=0 mol_weight_g_mol=209.20 de_lowest_ev=1.685 lumo_ha=-0.0587
C 1.2503 2.7140 0.3193
C -1.0414 2.1038 -0.9909
C -0.9046 -2.0332 -1.1705
C 1.0539 -2.6710 0.4958
C -0.6013 0.1908 2.0021
C 0.4205 1.7506 -0.5273
C 0.4010 -1.6810 -0.5496
Si 0.3772 -0.0324 0.3686
Br 4.1222 -0.7314 0.2031
H 1.8530 3.3249 -0.3033
H 0.6304 3.4415 0.9413
H 2.0133 2.2283 0.9814
H -1.1419 3.0140 -1.6709
H -1.7267 2.1193 -0.0330
H -1.3493 1.1757 -1.4730
H -1.4354 -1.3013 -1.7374
H -0.8428 -2.9558 -1.7946
H -1.6266 -2.3273 -0.3750
H 0.3741 -3.5797 0.6410
H 1.1423 -2.3156 1.4702
H 2.0543 -2.9337 0.0948
H -0.7444 1.2747 1.9350
H -1.4999 -0.4855 2.1801
H 0.0115 -0.0904 2.8543
H 0.9925 1.6887 -1.4382
H 1.0295 -1.6146 -1.4170

---

# 7
15
Properties=species:S:1:pos:R:3 method="wB97M-V/def2-TZVPD" largest_force_ev_per_a=0.7 charge=0 mol_weight_g_mol=124.16 de_lowest_ev=0.251 smiles="O=C(O)CCS.O" lumo_ha=0.0149
O -0.2395 2.7673 0.5184
C -0.9746 1.8227 0.4126
O -2.3141 1.9028 0.5565
C -0.5034 0.4421 0.0443
C -0.6001 0.2385 -1.4599
S 0.4342 -1.1453 -2.0538
H -2.5252 2.8152 0.8135
H -1.1342 -0.3096 0.5151
H 0.5177 0.3758 0.4362
H -1.6058 -0.0389 -1.7662
H -0.3690 1.1260 -2.0286
H 1.4576 -0.9066 -1.2246
O 2.7636 -3.3050 2.0027
H 1.8804 -2.9163 1.9721
H 3.2124 -2.8688 1.2619

---

# 8
27
Properties=species:S:1:pos:R:3 method="wB97M-V/def2-TZVPD" largest_force_ev_per_a=0.5 charge=0 mol_weight_g_mol=162.14 de_lowest_ev=2.013 smiles=O.O.O.O.O.O.O.O.O lumo_ha=0.0012
O -5.2793 11.7667 -4.8677
H -5.6674 12.2211 -5.6217
H -4.5722 11.2238 -5.2439
O 0.3209 10.3207 -5.2402
H 0.2521 9.8411 -4.4029
H 1.2263 10.6490 -5.2723
O -2.6261 8.6246 -3.7408
H -3.2210 8.7676 -2.9907
H -2.6335 9.4681 -4.2257
O -2.3398 11.2274 -4.9467
H -1.5009 11.0932 -5.4178
H -2.1481 11.8835 -4.2678
O -3.4966 7.5237 -0.6671
H -3.9401 8.0030 0.0390
H -4.0975 7.6036 -1.4211
O -0.5752 7.0608 -2.1093
H -0.0041 6.7757 -2.8281
H -1.3703 7.4332 -2.5176
O -2.9009 6.3254 -5.3524
H -1.9613 6.4361 -5.1849
H -3.3062 6.9657 -4.7470
O -1.6082 8.6983 -6.9916
H -0.8159 9.1018 -6.6137
H -1.5671 7.7664 -6.7557
O -5.7751 8.4107 -2.3300
H -6.5093 8.7796 -1.8275
H -6.1799 7.7643 -2.9204

---

# 9
23
Properties=species:S:1:pos:R:3 method="wB97M-V/def2-TZVPD" largest_force_ev_per_a=5.5 charge=+1 mol_weight_g_mol=163.20 de_lowest_ev=2.385 lumo_ha=-0.1665
C -0.7550 -3.8483 0.3998
C 0.3724 -3.7883 1.2197
C -1.1549 -2.7447 -0.5081
C 1.2266 -2.7067 1.2345
C -0.3066 -1.7140 -0.4011
C 0.8505 -1.6714 0.4558
C 0.6679 1.9632 -1.2964
C 0.2461 2.7820 -0.0591
C 0.0480 -0.3229 -0.7569
N -0.2234 0.7813 -1.4344
N -0.0595 1.7965 0.9980
O 1.2296 -0.4169 -0.0973
H -1.3210 -4.7582 0.4103
H 0.6143 -4.7219 1.7041
H -2.0622 -2.8555 -1.1700
H 2.1123 -2.5255 1.8818
H 0.6531 2.6244 -2.1610
H 1.7018 1.5479 -1.2070
H 1.0927 3.3914 0.2018
H -0.5194 3.3895 -0.2757
H -1.0475 0.7742 -1.9785
H 0.7100 1.3632 1.4933
H -0.5434 2.3321 1.7889

---

# 10
19
Properties=species:S:1:pos:R:3 method="wB97M-V/def2-TZVPD" largest_force_ev_per_a=17.9 charge=-1 mol_weight_g_mol=213.55 spin_multiplicity=3 lumo_ha="0.1229 / 0.1211"
C -0.5437 -0.1880 2.2409
H -1.3633 -0.5958 2.8504
H 0.0838 0.1084 3.1021
H -0.8386 0.7734 1.7868
O -1.4525 -1.7315 0.8115
Pd -2.5809 -1.7041 -0.2965
H -0.4250 -1.6369 0.7020
O 0.6021 -0.9432 1.3141
C -0.1601 0.4910 -2.6751
O 0.3934 -0.1480 -1.5543
C 0.6977 0.7343 -0.5042
C 1.3910 -0.0177 0.6128
H -0.5294 -0.2905 -3.3507
H -1.0239 1.1302 -2.4213
H 0.5919 1.1447 -3.1512
H -0.2481 1.1788 -0.1399
H 1.3691 1.5471 -0.8402
H 1.7994 0.7296 1.3172
H 2.2373 -0.5820 0.1956

---

# 11
27
Properties=species:S:1:pos:R:3 method="wB97M-V/def2-TZVPD" largest_force_ev_per_a=0.4 charge=0 mol_weight_g_mol=162.14 de_lowest_ev=2.036 smiles=O.O.O.O.O.O.O.O.O lumo_ha=-0.0177
O 8.6831 16.5316 -20.4317
H 9.0284 15.6509 -20.6117
H 8.0185 16.6752 -21.1208
O 8.9265 15.7668 -26.1652
H 9.0788 16.6303 -26.5604
H 8.2939 15.9287 -25.4590
O 4.1085 16.0425 -21.8610
H 4.3463 15.1147 -21.9587
H 4.1121 16.1949 -20.9076
O 6.8091 16.5652 -22.5897
H 5.8399 16.4919 -22.5224
H 7.1212 15.7326 -22.9766
O 8.0068 14.3239 -23.8283
H 7.7744 13.4554 -24.1714
H 8.9694 14.3674 -23.8815
O 3.4871 18.9473 -22.2190
H 3.7245 18.0153 -22.2713
H 2.6091 19.0004 -22.6065
O 6.3238 18.4010 -24.8216
H 6.6081 17.8815 -24.0554
H 6.0348 17.7537 -25.4701
O 6.0396 19.7357 -21.3981
H 5.3103 19.7777 -22.0338
H 6.6936 19.1569 -21.7996
O 8.5090 13.4806 -20.6548
H 8.1544 13.6510 -21.5347
H 9.0042 12.6607 -20.7417

---

# 12
127
Properties=species:S:1:pos:R:3 method="wB97M-V/def2-TZVPD" largest_force_ev_per_a=0.4 charge=+1 mol_weight_g_mol=1309.75 de_lowest_ev=3.137 lumo_ha=-0.1483
Sn -0.8214 2.2884 -0.2783
Se -1.6219 5.9216 7.1243
N -1.6007 6.5308 5.4548
C -1.2903 5.5256 4.6785
C -1.1361 5.6305 3.2314
C -1.2193 6.8454 2.5499
C -0.9690 6.8670 1.1977
C -0.6606 5.6676 0.5585
N -0.6163 4.5057 1.1852
C -0.8478 4.4776 2.5022
C -0.7034 3.1750 3.1691
N -0.5024 2.1063 2.3859
C -0.2102 0.9505 2.9547
C -0.0872 0.7923 4.3341
C -0.3794 1.8606 5.1470
C -0.7127 3.0821 4.5594
C -1.0559 4.2656 5.3396
N -1.1818 4.2673 6.6413
H -1.4634 7.7447 3.0990
H -1.0127 7.7861 0.6324
H -0.4439 5.6440 -0.5018
H -0.0786 0.1163 2.2757
H 0.1951 -0.1657 4.7435
H -0.3496 1.7853 6.2255
N -0.1516 -0.5048 -3.3072
C 2.1613 -1.1775 -3.8474
C 3.2081 -2.1737 -3.4159
C 4.3768 -1.7995 -2.8968
C 4.6556 -0.4140 -2.5825
C 3.7159 0.5359 -2.7297
C 2.4202 0.1986 -3.2405
N 1.4990 1.1104 -3.1901
C 0.2239 0.7608 -3.4066
C -0.7516 1.7676 -3.7595
C -1.8408 1.5443 -4.5655
S -2.6600 2.9952 -4.8393
C -1.5038 3.8109 -3.8564
N -0.5649 3.0669 -3.3726
H -1.1421 -0.6987 -3.2538
H 3.0286 -3.2143 -3.6245
H 5.1304 -2.5437 -2.6817
H 5.6207 -0.1540 -2.1679
H 3.8734 1.5593 -2.4223
H -2.1772 0.6229 -5.0095
H -1.6022 4.8655 -3.6496
Cl -3.8478 0.3698 -2.1211
C -4.4448 2.0162 -2.1652
C -5.5687 2.2526 -2.9297
C -6.0242 3.5485 -3.1177
C -5.3079 4.5857 -2.5346
C -4.1952 4.3252 -1.7630
Cl -3.3451 5.6877 -1.0878
C -3.6825 3.0184 -1.4810
N -2.6391 2.7688 -0.7239
H -6.0767 1.4173 -3.3933
H -6.9078 3.7462 -3.7059
H -5.6164 5.6127 -2.6766
C 2.0111 -4.7618 -6.4261
C 1.6104 -3.6090 -5.5435
C 0.8784 -3.8431 -4.4239
C 0.2419 -2.8435 -3.6111
C -1.0688 -3.2425 -2.9762
C 0.7317 -1.5806 -3.5202
As 0.9941 -2.0879 0.0261
N 1.4919 -0.5023 0.3567
C 2.3505 0.0974 1.2719
C 2.7100 -0.4587 2.5040
C 3.5072 0.2514 3.3850
C 3.9641 1.5212 3.0535
C 3.6079 2.0834 1.8346
C 2.7984 1.3837 0.9563
C 1.8324 -3.3791 1.2627
C 3.2104 -3.5320 1.4291
C 4.2176 -2.6172 0.7886
C 3.6883 -4.5571 2.2434
C 2.8375 -5.4334 2.8949
C 3.3674 -6.5463 3.7540
C 1.4653 -5.2633 2.7263
C 0.9544 -4.2585 1.9233
C -0.5421 -4.0876 1.8215
C 2.1275 -1.1407 -5.3891
C 2.2794 0.1698 -6.1022
C 1.9324 -2.2928 -6.0547
H 1.9031 -5.7130 -5.9097
H 3.0456 -4.6591 -6.7548
H 1.3877 -4.7885 -7.3224
H 0.5994 -4.8721 -4.2221
H -1.6575 -3.8753 -3.6380
H -1.6896 -2.4063 -2.6593
H -0.8503 -3.8174 -2.0729
H 2.3425 -1.4404 2.7745
H 3.7760 -0.1890 4.3362
H 4.5836 2.0728 3.7470
H 3.9466 3.0787 1.5779
H 2.4856 1.8141 0.0124
H 3.7655 -1.9545 0.0521
H 4.9987 -3.1992 0.2994
H 4.6958 -1.9911 1.5442
H 4.7601 -4.6660 2.3683
H 4.4455 -6.4705 3.8799
H 3.1466 -7.5156 3.3047
H 2.9043 -6.5324 4.7408
H 0.7811 -5.9316 3.2374
H -1.0614 -4.9068 2.3159
H -0.8846 -4.0504 0.7841
H -0.8511 -3.1566 2.3031
H 1.3843 0.7886 -5.9943
H 2.4354 -0.0016 -7.1650
H 3.1165 0.7500 -5.7118
H 2.0235 -2.2374 -7.1355
C -4.4128 -1.2371 0.7756
S -3.3620 0.1913 1.1075
O -2.0068 -0.1529 0.5329
C -3.2792 -0.1422 2.8759
C -3.8403 0.7710 3.7506
C -3.8538 0.4890 5.1129
C -3.3160 -0.6986 5.5810
C -2.7391 -1.6040 4.6949
C -2.7110 -1.3214 3.3417
H -3.8623 -2.1398 1.0318
H -4.6791 -1.2286 -0.2768
H -5.3063 -1.1434 1.3902
H -4.2659 1.6920 3.3716
H -4.2868 1.1982 5.8053
H -3.3429 -0.9222 6.6389
H -2.3123 -2.5278 5.0634
H -2.2497 -2.0006 2.6355

---

# 13
7
Properties=species:S:1:pos:R:3 method="wB97M-V/def2-TZVPD" largest_force_ev_per_a=3.8 charge=0 mol_weight_g_mol=169.95 de_lowest_ev=1.669 smiles=I[C@H]1CO1 lumo_ha=0.0198
I -2.3740 -0.3057 0.0066
C -0.3758 0.0965 0.5945
C 0.6750 -0.1855 -0.4569
O 0.2747 1.1138 -0.0847
H -0.3522 0.0763 1.6535
H 1.6090 -0.4145 -0.1824
H 0.5434 -0.3808 -1.5307

---

# 14
8
Properties=species:S:1:pos:R:3 method="wB97M-V/def2-TZVPD" largest_force_ev_per_a=2.9 charge=+1 mol_weight_g_mol=111.03 de_lowest_ev=4.423 lumo_ha=-0.1780
H 1.4025 -0.3027 -1.2969
O -0.5809 -1.1551 0.0567
O -0.0439 0.9223 0.0423
C 0.7313 -1.2236 -0.1544
C 1.1585 0.1621 -0.1192
C -1.0472 0.1418 0.2104
F 2.1330 0.5670 0.6626
Na -3.7533 0.8882 0.5983